Below is 6 unconnected molecules or ions with the total composition C6H25NO5S in a non-equilibrium geometry, with properties calculated with ωB97M-V/def2-TZVPD.

Total charge: 0
E_HOMO: -9.15 eV
SMILES: CCNCCCCS.O.O.O.O.O
Max |F|: 1.39 eV/Å

XYZ file:
```
38
C6H25NO5S (ωB97M-V/def2-TZVPD)
C -0.004 -1.722 2.186
C -1.424 -1.265 1.871
N -1.561 -0.264 0.793
C -1.252 1.111 1.270
C -1.469 2.134 0.165
C -0.581 1.910 -1.062
C 0.937 2.052 -0.853
S 1.532 3.401 0.157
H 0.764 -1.302 1.538
H 0.096 -2.799 2.291
H 0.300 -1.283 3.119
H -2.137 -2.090 1.775
H -1.804 -0.768 2.770
H -0.765 -0.474 0.193
H -0.193 1.112 1.547
H -1.908 1.302 2.115
H -1.242 3.090 0.625
H -2.501 2.104 -0.184
H -0.931 2.555 -1.871
H -0.787 0.893 -1.402
H 1.324 1.103 -0.469
H 1.390 2.120 -1.839
H 1.260 2.908 1.370
O -1.289 -3.656 -0.500
H -1.774 -4.321 0.006
H -1.508 -2.884 0.041
O 3.528 -0.388 1.497
H 2.881 -0.919 0.998
H 4.123 -0.036 0.824
O 0.115 -1.529 -2.329
H -0.778 -1.136 -2.203
H -0.068 -2.470 -2.213
O -2.565 -1.274 -1.987
H -2.809 -0.474 -2.469
H -2.476 -1.011 -1.056
O 2.252 -1.811 -0.537
H 2.498 -1.265 -1.297
H 1.396 -2.151 -0.833
```

=====

Below is 7 unconnected molecules or ions with the total composition C6H25NO7 in a non-equilibrium geometry, with properties calculated with ωB97M-V/def2-TZVPD.

Total charge: -1
E_HOMO (alpha / beta): 0.34 / -5.63 eV
Max |F|: 2.83 eV/Å
Multiplicity: 2

XYZ file:
```
39
C6H25NO7 (ωB97M-V/def2-TZVPD)
C -0.630 1.989 -1.809
O -0.488 3.363 -2.234
C 0.670 1.420 -1.231
C 0.885 -0.028 -1.662
C 0.107 -1.118 -0.945
C -1.089 -0.955 -0.390
N -1.985 -1.969 0.028
C -2.570 -1.817 1.343
H -1.407 2.167 -1.047
H -1.016 1.385 -2.594
H 0.125 3.779 -1.612
H 1.500 2.022 -1.534
H 0.629 1.369 -0.106
H 0.654 -0.137 -2.744
H 1.971 -0.296 -1.642
H 0.654 -2.057 -0.957
H -1.544 -0.003 -0.177
H -1.564 -2.876 -0.180
H -3.631 -2.026 1.254
H -2.485 -0.789 1.723
H -2.099 -2.306 2.190
H -1.313 -2.179 -2.934
H -0.603 -1.350 -4.147
O -0.606 -2.117 -3.576
H 1.252 1.148 2.623
H -0.171 1.221 2.930
O 0.453 0.595 2.525
H 0.075 -2.356 2.863
H 0.547 -0.984 3.364
O 0.323 -1.891 3.662
H -0.503 3.567 1.750
H -0.641 3.717 0.191
O -1.090 3.406 0.997
H 1.760 -3.707 0.782
H 2.803 -2.931 0.036
O 2.401 -3.004 0.910
H 3.464 2.279 1.309
H 2.506 1.582 0.074
O 2.652 1.883 0.967
```

=====

- Which of these has the highest total charge?
  C6H25NO5S

=====

- What is the max |F| in the first record?
  1.39 eV/Å